# C31H49FKN13O3

A molecular structure, C31H49FKN13O3 in a non-equilibrium geometry (wB97M-V/def2-TZVPD, OMol25).

Computed properties:
Total energy ... -77497.27662 eV
Energy relative to the best compared isomer or geometry (same formula, charge and spin) ... 70.40 kcal per mole
Spin multiplicity ... 1
E_HOMO ... -6.24 eV
Frontier orbital gap ... 0.15689 Ha

Last column: Löwdin charge in e.
Geometry (Å):
K1 -0.0975 0.3447 0.1346  0.82
N1 -1.1403 -1.7944 1.1700  -0.07
C1 -1.5438 -2.5940 0.0174  -0.25
C2 -2.6267 -1.8575 -0.7673  -0.18
N2 -2.0972 -0.6429 -1.3781  -0.22
C3 -1.4738 -0.9257 -2.6667  -0.19
C4 -0.2345 -0.0757 -2.9407  -0.27
N3 0.8657 -0.5410 -2.1110  -0.06
C5 -3.0565 0.4440 -1.4928  -0.21
C6 -3.5995 0.9859 -0.1717  -0.26
N4 -2.5323 1.4544 0.7089  -0.03
H1 -0.2680 -2.1598 1.5622  0.01
H2 -1.8517 -1.8568 1.8901  0.08
H3 -1.9342 -3.5838 0.2903  0.12
H4 -0.6693 -2.7609 -0.6161  0.08
H5 -3.4106 -1.5862 -0.0590  0.10
H6 -3.0690 -2.5293 -1.5186  0.13
H7 -2.2021 -0.8005 -3.4859  0.12
H8 -1.1411 -1.9650 -2.6773  0.10
H9 -0.4370 0.9715 -2.6957  0.08
H10 -0.0198 -0.1420 -4.0191  0.11
H11 1.6996 0.0128 -2.2728  0.08
H12 1.0785 -1.5143 -2.3372  0.00
H13 -3.9247 0.1533 -2.1146  0.12
H14 -2.5478 1.2715 -1.9943  0.10
H15 -4.1608 0.2141 0.3582  0.10
H16 -4.3184 1.7775 -0.4341  0.11
H17 -2.9329 1.8526 1.5490  0.08
H18 -2.0166 2.1953 0.2418  0.03
C7 2.2648 8.4085 -1.1288  -0.06
C8 2.8572 7.0579 -1.5283  -0.20
N5 1.8794 5.9824 -1.5105  -0.05
C9 1.8934 5.0804 -0.4653  0.04
C10 1.0445 4.0473 -0.3246  -0.02
C11 1.3183 2.9714 0.7611  -0.69
O1 1.3355 3.3383 1.9387  0.01
O2 1.5286 1.8555 0.2430  -0.19
C12 -0.0114 3.8484 -1.2874  -0.29
O3 -0.8579 2.9564 -1.2416  0.02
C13 -0.0211 4.8207 -2.3989  -0.03
C14 -0.9759 4.6624 -3.4002  0.09
C15 -0.9838 5.4937 -4.4857  -0.20
F1 -1.9261 5.3377 -5.4472  0.06
C16 -0.0302 6.4982 -4.6290  -0.16
C17 0.9157 6.6723 -3.6321  0.05
C18 0.9380 5.8490 -2.4959  -0.13
N6 0.0499 7.3425 -5.7814  -0.14
C19 -0.3067 8.7456 -5.6284  -0.10
C20 0.5866 9.5575 -6.6144  -0.07
N7 1.3259 8.5544 -7.4336  0.03
C21 0.3731 7.6656 -8.1615  -0.06
C22 -0.3857 6.8420 -7.0771  -0.12
H19 3.0402 9.1749 -1.1531  0.08
H20 1.8595 8.3552 -0.1190  0.09
H21 1.4578 8.7063 -1.7990  0.06
H22 3.6443 6.7968 -0.8242  0.12
H23 3.3213 7.1166 -2.5162  0.11
H24 2.6723 5.2403 0.2698  0.15
H25 -1.7053 3.8684 -3.3025  0.14
H26 1.6513 7.4546 -3.7660  0.11
H27 -0.1224 9.0491 -4.6017  0.13
H28 -1.3670 8.9193 -5.8465  0.14
H29 1.3138 10.1709 -6.0860  0.13
H30 -0.0004 10.1928 -7.2730  0.13
H31 1.7451 7.9275 -6.7272  0.18
H32 2.0220 8.9787 -8.0403  0.19
H33 0.9378 7.0214 -8.8312  0.13
H34 -0.3012 8.2860 -8.7471  0.13
H35 -0.1326 5.7874 -7.1487  0.14
H36 -1.4635 6.9390 -7.2284  0.13
N8 -1.9461 -6.8354 -2.2324  0.04
C23 -0.9574 -6.2600 -2.4473  -0.46
N9 0.1805 -5.7083 -2.7406  0.03
C24 0.6392 -4.5349 -2.5349  -0.40
N10 1.1468 -3.4879 -2.3901  0.09
C25 5.1493 -2.8409 0.0913  -0.17
C26 3.8391 -2.8251 -0.6767  -0.21
N11 2.7643 -2.3912 0.1937  0.08
C27 2.6884 -2.6726 1.5297  -0.37
N12 1.5597 -2.5181 2.1281  0.05
C28 1.4886 -2.7142 3.5633  -0.24
C29 2.8162 -2.4339 4.2540  -0.17
C30 3.8933 -3.2608 3.5750  -0.18
N13 3.8789 -3.0130 2.1485  -0.06
C31 4.9324 -3.6320 1.3703  -0.17
H37 5.4402 -1.8204 0.3500  0.12
H38 5.9394 -3.2936 -0.5089  0.11
H39 3.6354 -3.8187 -1.0919  0.11
H40 3.8930 -2.1309 -1.5161  0.11
H41 1.8706 -2.2644 -0.2613  0.09
H42 1.1709 -3.7428 3.7808  0.11
H43 0.7161 -2.0437 3.9493  0.10
H44 2.7715 -2.6802 5.3162  0.11
H45 3.0552 -1.3733 4.1479  0.12
H46 3.7474 -4.3291 3.7948  0.13
H47 4.8816 -2.9802 3.9515  0.12
H48 4.6803 -4.6726 1.1161  0.13
H49 5.8387 -3.6452 1.9790  0.12